Formula: C42H51ClCsF12KN6O12S2
Source: OMol25
Level of theory: ωB97M-V with the def2-TZVPD basis set

```
128
Properties=species:S:1:pos:R:3:lowdin_spin:R:1
C 2.84121 0.17661 1.57336 0.000
C 3.14493 0.44023 0.44584 0.000
C 3.43365 0.81791 -0.94295 0.000
C 2.83752 2.18063 -1.24121 0.000
C 1.55835 2.38133 -1.68761 0.000
C 0.61097 1.22053 -1.94563 0.000
C 0.45734 0.31824 -0.72822 0.000
O -0.11172 0.71187 0.26103 0.000
O 1.00356 -0.89588 -0.78519 0.000
C 1.10961 3.75832 -1.90336 0.000
C -0.29568 4.09311 -2.39677 0.000
C -1.27955 4.06702 -1.21974 0.000
C -2.64604 4.62236 -1.59184 0.000
F -2.55848 5.54792 -2.57987 0.000
F -3.16658 5.27809 -0.52013 0.000
C -3.69533 3.52769 -1.99784 0.000
F -4.47987 3.24115 -0.95006 0.000
F -3.08171 2.37607 -2.35094 0.000
C -4.56626 3.93649 -3.20031 0.000
F -3.83297 4.19111 -4.29200 0.000
F -5.26143 5.07535 -2.91621 0.000
C -5.59233 2.83042 -3.63644 0.000
F -4.96001 1.85325 -4.22904 0.000
F -6.38523 2.43311 -2.68192 0.000
F -6.42028 3.41785 -4.61478 0.000
C 1.91418 4.82570 -1.65611 0.000
C 3.24295 4.64249 -1.19965 0.000
N 4.15564 5.57431 -0.90527 0.000
S 5.45721 4.74566 -0.42341 0.000
N 4.94173 3.24578 -0.54483 0.000
C 3.67543 3.30464 -0.99951 0.000
H 2.48125 0.01560 2.56007 0.000
H 4.51347 0.88219 -1.07271 0.000
H 3.02617 0.05646 -1.61254 0.000
H 0.92306 0.66780 -2.83544 0.000
H -0.38212 1.60219 -2.13297 0.000
H 1.14898 -1.13292 -1.72505 0.000
H -0.54975 3.34780 -3.14770 0.000
H -0.22946 5.06970 -2.86841 0.000
H -1.32865 3.05870 -0.80453 0.000
H -0.89205 4.70379 -0.42331 0.000
H 1.55029 5.83601 -1.80998 0.000
Cs -7.31857 5.38891 -5.02790 0.000
C -0.90132 -5.39931 0.78056 0.000
C -2.40664 -5.62107 1.04928 0.014
C -3.19426 -5.27821 -0.21522 0.008
C -3.23139 -3.77998 -0.50802 0.000
C -3.74908 -3.02388 0.71092 0.007
C -3.03358 -3.38577 2.02332 0.015
N -2.86503 -4.84287 2.20379 0.139
O -4.05155 -5.36547 2.59887 0.581
C -1.66459 -2.67833 2.08465 0.000
C -3.83787 -2.81246 3.18657 -0.001
C -2.54039 -7.11294 1.34334 -0.001
H -0.50549 -6.21536 0.16499 0.000
H -0.67205 -4.47839 0.24220 0.000
H -0.34098 -5.39195 1.71367 0.001
H -4.22065 -5.64525 -0.12501 0.003
H -2.76065 -5.80131 -1.06038 0.000
H -2.23767 -3.40420 -0.79166 0.000
H -3.88635 -3.58813 -1.37017 0.000
H -3.66149 -1.95210 0.52979 0.000
H -4.81857 -3.23994 0.81251 0.002
H -1.10010 -3.03237 2.94642 0.001
H -1.80170 -1.60041 2.19475 0.000
H -1.05173 -2.80962 1.19440 0.000
H -4.87439 -3.14449 3.16924 0.000
H -3.83330 -1.71967 3.12964 0.000
H -3.40265 -3.11241 4.13950 0.000
H -1.96138 -7.37795 2.22825 0.000
H -2.16473 -7.69370 0.49306 0.000
H -3.57493 -7.40278 1.51524 0.000
C -11.40084 1.95304 -9.18756 0.000
F -12.28251 1.00227 -9.52426 0.000
F -10.55426 1.41025 -8.28864 0.000
F -10.67503 2.23009 -10.28706 0.000
S -12.23191 3.45715 -8.51870 0.000
O -12.93161 2.95521 -7.35823 0.000
O -13.06847 3.88430 -9.61511 0.000
O -11.10492 4.32454 -8.22671 0.000
K -1.85362 -5.29559 -2.77971 0.000
C 1.76065 -1.39486 -4.58066 0.000
O 1.97511 -1.17148 -3.35118 0.000
O 1.87965 -0.24349 -5.38550 0.000
O 1.43611 -2.43502 -5.13195 0.000
H 2.13478 0.40452 -4.71578 0.000
Cl -3.59711 -6.35308 4.77271 0.232
C -2.33749 -5.34879 -8.24007 0.000
C -2.30001 -5.24161 -6.79321 0.000
N -2.25688 -5.15228 -5.65232 0.000
H -1.33160 -5.28761 -8.65199 0.000
H -2.77685 -6.29783 -8.54261 0.000
H -2.93179 -4.54347 -8.66801 0.000
C 3.56242 6.26335 4.15971 0.000
C 4.25663 5.58301 3.25151 0.000
C 5.60592 5.04559 3.56069 0.000
O 6.24202 4.42887 2.73379 0.000
C 6.14755 5.29328 4.91982 0.000
C 5.45394 5.97328 5.82789 0.000
C 4.10501 6.51238 5.51903 0.000
O 3.47180 7.13193 6.34649 0.000
H 2.57789 6.66506 3.95695 0.000
H 3.87913 5.39001 2.25467 0.000
H 7.13147 4.88951 5.12357 0.000
H 5.83080 6.16491 6.82444 0.000
C 10.47839 0.40988 5.99999 0.000
C 9.92161 1.78508 5.64568 0.000
C 9.60264 2.65589 6.87101 0.000
O 8.40474 2.31115 7.53953 0.000
C 8.51110 1.24865 8.46787 0.000
N 8.75504 1.61480 4.77664 0.000
H 9.70267 -0.26231 6.36607 0.000
H 10.91487 -0.05445 5.11617 0.000
H 11.25796 0.48266 6.76168 0.000
H 10.69356 2.31082 5.07519 0.000
H 9.45368 3.68245 6.52294 0.000
H 10.44284 2.67870 7.57809 0.000
H 9.47967 1.25573 8.97662 0.000
H 8.35671 0.27998 7.98718 0.000
H 7.72573 1.38298 9.21130 0.000
H 8.44480 2.53019 4.46051 0.000
H 7.99007 1.28397 5.35927 0.000
C -3.56793 -10.60812 1.76910 0.000
C -3.16687 -10.94853 0.41064 0.000
N -2.84222 -11.21395 -0.65848 0.000
H -3.66313 -11.50507 2.37869 0.000
H -2.83499 -9.95248 2.23732 0.000
H -4.52585 -10.09080 1.77159 0.000
```

Its net charge is -1. The electronic energy comes out at -5937.36436 a.u. Its spin multiplicity is 2. For the HOMO-LUMO gap (alpha / beta), the calculation gives 4.02 / 3.95 eV.